A) A cluster of 40 separate species, H80O40 in total, computed with ωB97M-V with the def2-TZVPD basis set.

ORCA input file:
```
! RIJCOSX wB97M-V def2-TZVPD def2/J DEFGRID3
* xyz 0 1
H 1.0442 1.1244 -1.0776
H 1.2992 0.3733 0.2892
O 0.6220 0.7835 -0.2790
H -3.4339 3.7400 -2.9804
H -4.3583 3.9419 -1.9242
O -3.6257 4.4442 -2.3443
H -1.5195 -4.7398 1.0690
H -0.5022 -3.6249 1.3953
O -0.5946 -4.5584 1.1993
H -0.9071 2.9150 0.7121
H -1.7401 4.2351 1.2526
O -1.0122 3.5820 1.3908
H 4.1984 -3.5346 0.1097
H 5.0994 -3.4798 -1.0423
O 4.1644 -3.5986 -0.8576
H -1.9444 5.8731 0.0974
O -2.3636 6.5797 -0.3703
H -0.3077 0.3058 4.3853
O -0.2956 0.7310 3.5385
H -2.0885 -1.6156 2.0995
H -1.0299 -0.6074 2.5914
O -1.1925 -1.5602 2.4758
H 3.1040 3.0089 -0.4006
H 3.9637 3.6335 -1.6187
O 3.8934 3.4661 -0.6962
H -1.1140 3.4378 3.1127
H -1.9247 3.7432 4.3734
O -1.1016 3.2304 4.0666
H 0.3030 2.8552 -4.6744
H -0.3607 1.5224 -4.2018
O -0.3564 2.5057 -4.0560
H 5.1233 -0.2638 2.4740
O 4.8958 -1.1953 2.6048
H -2.2846 -5.3433 2.8994
H -3.5738 -4.7664 2.4376
O -3.0571 -5.5709 2.3851
H 3.3426 4.6641 3.2334
H 3.6351 4.1815 1.9880
O 3.1619 4.9642 2.3443
H 0.5374 -1.9718 0.5698
H 0.1009 -0.8350 -0.5418
O 0.1745 -1.8360 -0.3235
H -3.4672 1.4910 -4.6929
H -2.2606 1.8727 -4.9278
O -3.0638 1.9931 -5.4854
H 2.6472 1.5746 -4.8051
H 1.4446 0.7281 -4.9397
O 1.7269 1.6131 -4.5600
H -1.0555 -1.1119 -2.2674
H -0.5897 -2.6089 -2.0234
O -1.0282 -1.9585 -2.6872
H 1.1786 -6.5370 -0.2764
O 1.1134 -6.0595 -1.1350
H -4.1994 -4.1802 -3.4990
H -2.7511 -3.9620 -3.0704
O -3.6463 -3.6398 -2.9428
H 1.3941 -2.2838 -6.0886
O 2.1315 -1.9026 -5.6276
H 1.0834 2.2418 5.3034
H 0.6096 3.6757 5.2991
O 0.8334 2.9272 5.9011
H 0.6619 -2.5418 4.4850
H 1.6489 -2.2073 5.6627
O 1.2983 -1.9248 4.8291
H -3.6035 -2.1392 4.2115
H -2.0971 -2.2707 3.9537
O -2.7754 -2.5715 4.5842
H 1.2201 4.6102 -2.0890
H 0.7722 3.4810 -3.2040
O 1.2681 3.7224 -2.4277
H 1.7215 -3.9100 1.9128
H 2.6567 -2.8945 1.3354
O 1.7107 -3.0190 1.6038
H 3.3884 0.0605 2.9693
H 1.8590 -0.4631 3.2255
O 2.5275 -0.1300 2.6515
H -3.0091 -1.2735 -4.6757
H -3.9393 -1.3812 -3.3717
O -3.6858 -0.8508 -4.1243
H -2.7001 -2.4595 -0.6654
H -1.5911 -1.9068 0.3106
O -2.0547 -2.6795 0.0197
H 3.5363 -0.7423 -2.6833
H 2.1084 -1.5113 -2.3414
O 2.5829 -0.6995 -2.5142
H -1.6002 2.1996 -2.0544
H -1.1367 1.1934 -0.8234
O -1.6057 2.0512 -1.1249
H -0.2223 -4.5940 -1.5079
O -0.6432 -4.9265 -2.3173
H -3.9842 4.7463 2.6925
H -3.8703 3.6074 3.8340
O -3.8366 4.5701 3.6338
H 1.7077 -5.3691 -0.8457
H -2.9549 6.1269 -0.9231
H 1.9399 -1.9749 -4.7082
H -0.6814 1.6043 3.6731
H 4.0971 -1.4450 3.0372
H -0.6598 -5.8819 -2.3733
O -4.5757 1.7870 1.8840
H -5.3387 1.2599 1.6491
H -4.9006 2.5025 2.4608
O 2.1371 2.1364 1.3800
H 2.6273 1.7705 2.1205
H 1.5762 2.8186 1.8115
O 0.3502 -0.1661 -6.2747
H 1.1770 -0.6354 -6.4821
H -0.2230 -0.7944 -5.8462
O -1.6156 0.1011 5.5946
H -1.6074 0.9022 6.0966
H -1.6715 -0.6257 6.1979
O 5.7000 1.3897 2.2102
H 5.4460 1.6085 1.3194
H 6.0500 2.1904 2.6434
O -2.0809 -2.7123 -5.1542
H -2.9920 -2.8791 -4.9745
H -1.4862 -2.8070 -4.4228
O 4.1073 0.3896 -0.5724
H 3.5343 1.1522 -0.7179
H 3.6567 -0.2080 0.0452
*
```

Output
HOMO energy (eV): -10.7
Frontier orbital gap (eV): 10.2

Here are the Mulliken charges for atoms 1 to 99, given in e: 0.043 -0.250 -0.078 0.255 0.335 -0.559 0.285 0.313 -0.711 0.278 0.070 -0.521 0.274 0.276 -0.550 0.306 -0.611 0.471 -0.254 0.396 0.164 -0.514 0.229 0.273 -0.597 0.377 0.246 -0.542 0.381 0.319 -0.823 0.374 -0.669 0.338 0.310 -0.647 0.331 0.259 -0.596 -0.387 0.448 0.479 0.317 0.322 -0.634 0.242 0.287 -0.558 -0.204 0.021 0.575 0.322 -0.620 0.269 0.271 -0.603 0.322 -0.741 0.261 0.338 -0.646 0.258 0.244 -0.532 0.308 0.391 -0.679 0.252 0.310 -0.505 0.213 0.015 -0.324 0.181 0.059 -0.298 0.513 0.263 -0.667 0.155 0.139 -0.423 0.212 0.181 -0.348 0.130 0.221 -0.413 0.372 -0.649 0.300 0.300 -0.623 0.212 0.302 0.328 -0.044 0.368 0.233

B) A cluster of 40 separate species, H80O40 in total, computed with ωB97M-V with the def2-TZVPD basis set.

ORCA input file:
```
! RIJCOSX wB97M-V def2-TZVPD def2/J DEFGRID3
* xyz 0 1
H 2.2452 -4.7527 -3.7323
H 0.9741 -5.5753 -3.9795
O 1.7350 -5.5025 -3.3340
H 0.2443 5.3107 3.7688
H -0.0239 3.9704 4.2554
O 0.6043 4.6889 4.4355
H 2.8480 1.6015 -2.7193
H 1.6208 0.5320 -2.7548
O 2.2209 1.1223 -3.2649
H 0.2310 0.5617 0.7815
H -0.4785 0.1532 2.2646
O 0.1126 -0.0494 1.6109
H -4.1796 -2.4268 -3.1781
H -3.7721 -3.7242 -3.4345
O -4.6674 -3.2544 -3.2689
H 2.7964 -0.5501 2.8319
O 2.5158 0.2315 2.3740
H 1.9990 3.8351 4.0144
O 2.5280 3.0423 3.6598
H -1.7452 -4.7723 3.0128
H -1.9156 -3.2866 2.5508
O -2.2616 -3.9715 3.1194
H -2.7105 -0.3440 -3.1472
H -2.1533 -1.8108 -3.0533
O -2.8464 -1.2062 -3.4854
H 0.9321 -5.5839 -1.3669
H 1.7266 -6.1225 -0.4218
O 1.0065 -5.4719 -0.3932
H 2.2767 2.9365 0.1400
H 2.4757 1.3995 0.4228
O 1.8642 2.0997 0.1889
H -0.9382 3.4793 -2.3674
O -1.1927 2.5926 -2.2474
H 2.8366 -2.2646 1.8654
H 1.6329 -3.0963 2.0614
O 2.5004 -2.9396 2.5027
H 3.3076 -2.9725 -1.8103
H 4.3869 -3.6374 -2.7303
O 3.5483 -3.8201 -2.2404
H 2.0153 -2.3133 -4.1426
H 0.5593 -2.5387 -4.4348
O 1.4170 -2.9735 -4.5489
H 1.8203 6.5310 0.8719
H 2.3686 6.4687 -0.7568
O 2.2485 6.1620 0.0647
H -4.2465 2.9786 -3.0159
H -4.5118 2.4543 -4.4417
O -3.8372 2.9269 -3.9051
H -2.5132 0.0476 -0.8354
H -3.8011 0.1651 -1.6891
O -3.1630 0.6828 -1.2454
H -0.8771 1.4106 -0.9284
O -1.0524 1.1877 -0.0294
H 1.0978 3.4240 -5.1931
H 1.7967 2.5049 -6.2354
O 1.0771 2.5945 -5.6461
H 5.2014 2.9964 0.4562
O 4.7494 3.8221 0.1023
H 5.4545 2.8456 2.9817
H 3.8234 2.6130 2.5272
O 4.7410 2.7500 2.3010
H 2.9443 4.0116 -3.1694
H 1.5781 3.3945 -2.5263
O 1.9621 3.8427 -3.2906
H 1.1552 -1.2063 -1.4019
H 0.7998 -2.5794 -0.6575
O 0.4651 -1.8138 -1.2268
H -0.4654 -1.2225 5.1519
H -1.7548 -1.8153 4.6983
O -1.4311 -0.9110 4.9743
H -2.1313 -3.1519 -1.5551
H -0.7335 -3.8235 -2.0586
O -1.7069 -3.8963 -2.0609
H -4.8006 -0.4782 3.6993
H -4.9592 -2.0149 3.4705
O -4.9887 -1.1027 3.0313
H -0.0926 -2.3426 1.0274
H -0.4203 -3.9512 1.1543
O 0.2226 -3.2435 1.2071
H -2.2766 -4.3171 0.2300
H -1.3586 -5.4283 0.2466
O -1.8522 -4.9022 0.8988
H -1.7696 3.6174 -0.5568
H -3.0738 3.1170 0.2088
O -2.2348 3.4870 0.2481
H -3.3733 -1.9133 0.3131
H -4.2882 -1.1314 1.3707
O -3.4520 -1.1354 0.8543
H -3.1780 0.8181 -6.0214
O -2.2550 0.4067 -5.8955
H 0.4441 3.6735 2.8218
H 0.7827 3.7727 1.4651
O 0.0560 4.1907 1.9794
H -1.2444 2.0686 0.3960
H 1.5421 0.1044 2.1981
H 4.7996 4.3863 0.9084
H 3.0328 2.8252 4.3859
H -2.1439 2.5853 -2.2087
H -1.9464 0.3420 -4.9970
O -5.7868 0.6509 -0.5904
H -5.1448 -0.0477 -0.4544
H -5.6424 0.9915 0.3728
O 4.2269 -0.0655 0.6747
H 5.0466 0.4819 0.8206
H 3.7234 -0.1893 1.5125
O 4.0082 -0.4628 5.2652
H 4.3902 -1.3181 5.1282
H 3.1276 -0.6858 4.9505
O -1.9467 -1.5555 -0.9776
H -1.3452 -1.0876 -0.2698
H -1.5752 -1.2557 -1.8026
O 3.3959 -1.7099 -0.8944
H 3.4684 -0.8079 -1.1721
H 4.2032 -2.2341 -0.9544
O -2.8869 1.6600 3.4396
H -3.2127 1.5355 4.3009
H -1.9954 1.8471 3.5537
O -0.3046 1.5649 5.2199
H 0.2983 1.7916 5.8809
H 0.1252 0.9456 4.6127
*
```

Output
HOMO energy (eV): -10.4
Frontier orbital gap (eV): 10.0

Here are the Mulliken charges for atoms 1 to 99, given in e: 0.332 0.299 -0.640 0.377 0.423 -0.716 0.295 0.225 -0.608 0.122 -0.260 0.397 0.415 0.331 -0.673 0.007 -0.006 0.315 -0.586 0.296 0.296 -0.676 0.197 0.462 -0.688 0.228 0.282 -0.518 0.149 -0.007 0.094 0.226 -0.540 0.220 0.395 -0.757 0.529 0.273 -0.654 0.297 0.269 -0.621 0.313 0.263 -0.567 0.309 0.289 -0.597 0.515 0.153 -0.071 0.188 -0.593 0.277 0.260 -0.553 0.306 -0.616 0.196 0.424 -0.594 0.287 0.254 -0.565 -0.377 0.008 0.612 0.303 0.280 -0.554 0.057 0.182 -0.746 0.279 0.313 -0.637 -0.039 0.130 -0.029 0.264 0.314 -0.708 0.282 0.248 -0.600 0.090 0.228 -0.393 0.278 -0.596 0.316 0.128 -0.712 -0.081 0.335 0.310 0.253 0.108 0.293

Calculated relative energies: A) 0.0; B) 85.5, given in kcal/mol